[1]
Here is 2 unconnected molecules or ions with the total composition C7H17OPS from OMol25. Energies are from wB97M-V/def2-TZVPD.

Values from the calculation:
Kohn-Sham gap: 0.3484 Ha
SMILES string: CC(C)P(S)C(C)C.C=O

ORCA input file:
```
! wB97M-V def2-TZVPD RIJCOSX def2/J DEFGRID3
* xyz 0 1
C -2.55326 -0.06817 -1.82491
C -0.53280 -1.60119 -2.09626
C 2.11978 -1.05444 0.46523
C 2.16545 1.50666 -0.11812
C -1.04377 1.90439 4.05406
C -0.96685 -0.22827 -1.64941
C 1.44713 0.15793 -0.33223
O -0.88963 0.70750 4.25155
P -0.40782 0.28960 0.07581
S -0.78671 -1.54532 1.12417
H -2.86545 -0.33886 -2.91885
H -2.95666 -0.74959 -1.12192
H -2.83982 1.01184 -1.59504
H -1.26992 -2.14738 -2.75853
H -0.26369 -2.33762 -1.32926
H 0.34999 -1.55408 -2.65217
H 3.13541 -1.07175 0.17108
H 1.90459 -0.93885 1.60307
H 1.74128 -1.98056 0.15392
H 3.25075 1.63306 -0.49529
H 2.14870 1.69685 1.02364
H 1.66291 2.39382 -0.55199
H -2.09563 2.29245 3.95144
H -1.44336 -0.93836 1.97907
H -0.28495 2.69218 4.31319
H -0.31756 0.43918 -2.33204
H 1.59190 -0.17101 -1.39020
*
```

---

[2]
Here is a molecular structure, C35H29I2N4O3RuS from OMol25. Energies are from wB97M-V/def2-TZVPD.

Values from the calculation:
Kohn-Sham gap (alpha / beta): 0.2319 / 0.2645 Ha
⟨S²⟩: 1.0087

ORCA input file:
```
! wB97M-V def2-TZVPD RIJCOSX def2/J DEFGRID3
* xyz 0 2
Ru 0.14338 -0.09423 0.44665
I 4.03495 -2.38410 -4.88873
C 2.50200 -1.45640 -3.77377
C 2.51725 -0.07510 -3.65978
C 1.53050 0.53281 -2.92656
I 1.34861 2.62781 -2.83387
C 0.50774 -0.19107 -2.26219
O -0.43401 0.41401 -1.64409
C 0.49711 -1.61061 -2.46357
C -0.65348 -2.34056 -1.81802
N -0.40291 -2.43302 -0.38276
C -1.51612 -2.90372 0.43139
C -1.26222 -2.57813 1.87965
C -1.38335 -3.49789 2.91427
C -1.19245 -3.06987 4.22004
C -0.91038 -1.73213 4.45902
C -0.79150 -0.88478 3.37083
N -0.93522 -1.31068 2.12470
C 1.48858 -2.21653 -3.20293
H 3.27868 0.51319 -4.14957
H -0.80575 -3.32896 -2.27814
H -1.56156 -1.73729 -1.94601
H 0.40546 -3.03791 -0.22314
H -1.71121 -3.97860 0.29697
H -2.40288 -2.32739 0.14276
H -1.62781 -4.52829 2.70576
H -1.26789 -3.76630 5.04204
H -0.78173 -1.35642 5.46211
H -0.57826 0.17282 3.48899
H 1.46416 -3.28492 -3.36034
O -3.21742 1.69704 2.23989
S -2.60247 1.35013 0.97985
O -2.62134 -0.05558 0.61990
N -1.01825 1.73494 0.99925
C -0.51493 2.97250 0.96085
C -1.25958 4.14596 1.06640
C -0.64891 5.39272 0.99261
C 0.70894 5.52099 0.82415
C 1.50973 4.36785 0.71618
C 2.90831 4.41919 0.55714
C 3.61418 3.25405 0.41372
C 2.91214 2.04220 0.39766
N 1.61611 1.94964 0.59385
C 0.90532 3.08184 0.77187
C -3.51289 2.14671 -0.35037
C -3.24074 1.74181 -1.64302
C -4.08091 2.14368 -2.66733
C -5.18141 2.93902 -2.38766
C -5.43199 3.35588 -1.09025
C -4.59618 2.95347 -0.06028
H -2.32323 4.06390 1.21902
H -1.26287 6.27595 1.07521
H 1.17270 6.49425 0.75510
H 3.40311 5.37881 0.53304
H 4.68640 3.25130 0.29487
H 3.44295 1.12143 0.19797
H -2.38867 1.10691 -1.82553
H -3.88807 1.82473 -3.68050
H -5.85337 3.22621 -3.18229
H -6.28728 3.98057 -0.87845
H -4.78906 3.22953 0.96598
C 2.08996 -1.21852 1.41973
C 2.44833 -2.42916 0.76241
C 1.91042 -3.67886 1.16034
C 2.26581 -4.84992 0.52803
C 3.18343 -4.83771 -0.51472
C 3.73913 -3.62684 -0.91554
C 3.36997 -2.44914 -0.30920
H 2.83118 -0.43008 1.35446
H 1.68632 -1.33917 2.42384
H 1.21835 -3.70299 1.99128
H 1.83749 -5.78802 0.85397
H 3.47452 -5.75884 -0.99723
H 4.48415 -3.61969 -1.69833
H 3.80093 -1.51441 -0.63957
*
```

---

[3]
Here is 2 unconnected molecules or ions with the total composition C4H13NOS from OMol25. Energies are from wB97M-V/def2-TZVPD.

Values from the calculation:
Kohn-Sham gap: 0.2224 Ha
SMILES string: [NH3+]CC[S-].CCO

ORCA input file:
```
! wB97M-V def2-TZVPD RIJCOSX def2/J DEFGRID3
* xyz 0 1
C 1.51772 -0.43529 -0.77154
C 0.96419 0.00125 -2.08779
S -0.54339 -0.95304 -2.34843
N 2.68657 0.51178 -0.34043
H 1.93977 -1.43872 -0.76424
H 0.78799 -0.33231 0.03063
H 1.70672 -0.18577 -2.87506
H 0.79103 1.08156 -2.03499
H -1.11869 0.27065 -0.65414
H 3.07205 0.25921 0.56974
H 2.32593 1.46382 -0.28546
H 3.43635 0.48687 -1.02977
C -2.29193 -0.15496 0.82745
O -1.37468 0.71103 0.19572
C -2.15382 -0.04553 2.33066
H -2.10207 -1.18627 0.54063
H -3.32194 0.06769 0.53067
H -2.85245 -0.72439 2.83447
H -2.32554 0.96038 2.71256
H -1.14379 -0.35793 2.61934
*
```

---

[4]
Here is a single C3H10N2O molecule from OMol25. Energies are from wB97M-V/def2-TZVPD.

Values from the calculation:
Kohn-Sham gap: 0.3451 Ha
SMILES string: NCC[C@@H](N)O

ORCA input file:
```
! wB97M-V def2-TZVPD RIJCOSX def2/J DEFGRID3
* xyz 0 1
C -0.58011 0.09945 -0.92357
C -0.59209 -0.75427 0.27308
C 1.03294 -0.98321 0.72192
N -1.76005 1.15962 -0.50337
N 1.63609 0.14585 1.37916
O 0.51100 0.87168 -1.27927
H 0.98190 0.40562 -1.98709
H -0.97304 -0.42109 -1.79894
H -2.22646 1.51335 -1.33746
H -1.37503 1.90418 0.07327
H 1.05866 0.47378 2.14859
H 1.73323 0.92432 0.72872
H -1.11893 -0.44039 1.17500
H -0.95481 -1.75312 0.02486
H 0.98023 -1.82204 1.42035
H 1.64646 -1.32372 -0.11526
*
```

---

Record order is preserved below.
ΔE to the lowest compared entry with this formula, charge and spin: 19.6, 84.3, 52.1, 45.3 kcal/mol
Record order is preserved below.
Molecular weight: 180.253, 940.587, 123.221, 90.126 g mol⁻¹
Record order is preserved below.
Max |F|: 3.60, 3.03, 0.64, 6.20 eV/Å